(1)
17
Properties=species:S:1:pos:R:3:lowdin_charge:R:1 method="wB97M-V/def2-TZVPD" total_charge=+1 lumo_ev=-6.95 e_homo_ha=-0.4553
C -0.552 0.945 -0.156 -0.10
C 0.310 -0.022 0.689 -0.25
C -1.940 0.464 0.020 -0.21
C -2.619 -0.508 -0.701 0.24
C 2.420 -0.158 -0.109 -0.14
N 1.159 -0.829 -0.104 -0.15
O -2.122 -0.925 0.440 0.16
H -0.392 1.999 0.283 0.16
H -0.440 1.006 -1.333 0.18
H 0.915 0.459 1.428 0.12
H -0.363 -0.855 1.045 0.13
H -2.586 1.117 0.700 0.20
H -3.221 -0.905 -1.599 0.22
H 3.009 -0.181 0.771 0.07
H 3.054 -0.596 -0.939 0.11
H 2.226 0.864 -0.432 0.09
H 1.142 -1.875 -0.002 0.15

(2)
17
Properties=species:S:1:pos:R:3:lowdin_charge:R:1 method="wB97M-V/def2-TZVPD" total_charge=+1 lumo_ev=-5.66 e_homo_ha=-0.4909
O -1.392 -1.291 0.744 0.03
C -0.465 -1.820 0.182 -0.20
C 1.033 -1.512 0.385 -0.13
C 1.543 -0.294 -0.419 -0.17
C 0.706 0.974 -0.208 -0.03
C -0.474 1.349 -0.807 -0.05
N -1.654 1.340 0.140 0.16
H -0.664 -2.212 -0.831 0.14
H 1.569 -2.399 0.027 0.12
H 1.218 -1.378 1.462 0.13
H 1.594 -0.683 -1.472 0.14
H 2.559 0.028 -0.111 0.13
H 0.835 1.365 0.823 0.13
H -0.605 2.272 -1.389 0.14
H -1.309 2.105 0.741 0.16
H -2.624 1.606 -0.038 0.18
H -1.870 0.549 0.771 0.13

Preferred: (2); penalty for the next structure: 0.0389 hartree.